[1]
Entry from OMol25: a molecular structure, C49H65P3Se2SiTi (ωB97M-V with the def2-TZVPD basis set).

CARTESIAN COORDINATES (ANGSTROEM)
1 C 4.3840 3.3108 -1.5505
2 H 0.3101 -4.0077 5.1512
3 H 1.8154 -1.3629 1.7953
4 C 2.4537 -3.8575 1.0398
5 Se -1.0112 2.9812 0.1642
6 H -4.7651 1.3574 2.7662
7 C 5.2441 1.1684 0.2692
8 C -1.3946 -2.8706 -0.8978
9 Se 0.8802 1.2238 -2.4838
10 C -2.2467 2.0631 -2.6673
11 H -0.1202 5.3625 -0.9984
12 C 2.5769 -1.1245 1.0432
13 C -2.3821 -4.0187 -3.5564
14 H -5.2976 -0.6025 -0.4268
15 C -4.2337 -0.7363 2.7405
16 C -4.2495 -0.3800 -0.1912
17 H 1.7902 -3.7499 -1.0337
18 C 3.8627 -1.7892 1.5179
19 C -0.1113 -3.5575 4.2625
20 H 0.6787 0.6831 5.4708
21 H -0.9091 -5.4025 3.4999
22 C 1.4698 0.7281 3.4787
23 H 5.4670 0.1437 0.5670
24 C 2.5792 1.1188 2.7131
25 H -2.1394 -5.0431 -3.8455
26 H 6.4677 3.3403 -2.1375
27 C -1.0976 -3.2054 -3.3687
28 C 3.6461 1.7933 3.2960
29 H -3.9127 -4.8722 -2.2823
30 H -3.4092 3.3623 -1.4141
31 C -4.6810 1.3260 -3.7970
32 H -1.3705 0.6599 -4.0296
33 C -2.3193 -4.1137 -1.0385
34 C -2.2893 1.1202 -3.6888
35 H 1.0100 -1.6545 -0.3558
36 H -2.3046 1.5673 3.0498
37 H 4.3113 -1.2404 2.3500
38 C 3.5318 -3.2259 1.9401
39 H 4.4409 -3.8314 1.9308
40 H 4.4700 2.1486 2.6967
41 H -0.9311 2.2373 3.9013
42 H -0.3962 -3.2225 -0.6097
43 C 0.0441 5.3607 -4.8555
44 C 0.2322 6.5298 -2.7664
45 H -3.1475 1.0843 0.9212
46 C -3.2136 -4.0331 -2.2735
47 H 3.1734 -3.2159 2.9739
48 C -0.4853 -1.5712 2.8981
49 H -0.3881 -1.4903 -2.2390
50 H 2.6191 1.7492 6.5150
51 H -1.7232 0.7953 4.5213
52 C -0.3113 4.1927 -2.7835
53 H -0.4227 3.2828 -4.7339
54 H 0.0837 5.3539 -5.9353
55 H -5.9217 0.3280 1.9490
56 H 2.4501 2.9981 -0.6337
57 H 4.5998 -1.7875 0.7090
58 C -1.4098 1.3024 3.6084
59 H 2.6010 -4.9372 0.9753
60 H -0.8173 -2.7126 -4.3009
61 C -0.0727 5.3617 -2.0825
62 Si -0.1666 0.3024 2.5520
63 C -0.7919 -4.3391 3.3416
64 C 0.0296 -2.2005 4.0352
65 C -4.8506 0.4985 2.0995
66 C 3.7663 1.3580 -0.0873
67 H -3.7608 -0.1418 -1.1401
68 H 5.5048 1.8026 1.1206
69 C -4.3052 -1.9138 1.7923
70 C 2.6099 1.5797 5.4468
71 H -4.7332 -0.9800 3.6810
72 C 5.8607 3.0476 -1.2789
73 H -1.6965 -5.0109 -1.1211
74 H 4.4945 2.5471 5.1077
75 C 1.5235 0.9568 4.8514
76 C 2.1144 -1.7447 -0.2742
77 H -3.1882 -0.5403 2.9957
78 C -1.3138 -3.7486 2.2060
79 H 4.0736 2.7789 -2.4575
80 H 0.5254 7.4452 -4.6792
81 H -3.8850 -2.4860 -0.1987
82 H -3.5247 0.0074 -5.0329
83 H 4.2103 4.3721 -1.7424
84 H 1.4645 -3.7123 1.4851
85 H -5.5605 2.7219 -2.4249
86 H -3.8286 -3.1320 -2.2239
87 P 2.4008 0.6999 0.9398
88 H 7.1669 1.4293 -0.6833
89 H 3.5978 0.7884 -1.0210
90 C -4.6431 2.2749 -2.7844
91 C 3.5061 2.8373 -0.4001
92 H -5.3590 -2.1325 1.5768
93 H -2.9331 -4.2679 -0.1502
94 C -0.2496 4.1957 -4.1750
95 P -1.7798 -1.5952 0.4138
96 H 3.7236 3.4209 0.5026
97 C 2.4728 -3.2351 -0.3509
98 H -2.1226 -1.5374 -2.4561
99 H -2.9727 -3.6027 -4.3754
100 H 6.1850 3.6768 -0.4413
101 Ti -0.0617 0.5193 -0.0403
102 H 3.4701 -3.3466 -0.7868
103 H -1.8264 -4.3805 1.4964
104 P -0.6724 2.6307 -1.9272
105 C -1.1614 -2.3803 1.9669
106 C 3.6623 2.0205 4.6621
107 H -5.6266 1.0351 -4.2328
108 C -1.2506 -2.1748 -2.2534
109 H -0.2674 -3.8695 -3.1124
110 C 0.2891 6.5334 -4.1489
111 H 0.4204 7.4357 -2.2096
112 H 2.5197 -1.2063 -1.1419
113 H 5.8778 0.9508 -1.7731
114 H -3.8852 -2.8149 2.2473
115 C -3.6485 -1.6321 0.4394
116 H 0.5764 -1.6098 4.7579
117 H -4.6687 1.6702 0.2920
118 C -3.4347 2.6374 -2.2210
119 C -3.5022 0.7498 -4.2468
120 C -4.1935 0.8033 0.7589
121 C 6.1107 1.5897 -0.9137

Results
**<S²>**: 2.01
**Max |F|**: 0.7 eV Å⁻¹
**Highest occupied orbital energy (spin up / spin down)**: -6.3 / -6.5 eV
**2S+1**: 3
**ΔE to the lowest compared entry with this formula, charge and spin**: 0.927 eV
**E_tot**: -241424.2295 eV
**Frontier orbital gap (spin up / spin down)**: 6.63 / 6.89 eV
**E_LUMO (spin up / spin down)**: 0.013 / 0.013 hartree

---

[2]
Entry from OMol25: a molecular structure, C31H39N2O5PS2 (ωB97M-V with the def2-TZVPD basis set).

CARTESIAN COORDINATES (ANGSTROEM)
1 C -1.8455 -0.8665 1.3222
2 C 0.0817 -3.3750 -2.1320
3 H -1.3010 -2.8784 -3.7030
4 C -2.9828 -1.6046 1.5786
5 C 1.3805 2.3071 1.8820
6 H 5.6111 -0.4270 -2.0409
7 H 1.7250 -4.7434 -2.4656
8 C -2.8857 4.4215 0.8569
9 C -0.6768 -2.3559 -2.9693
10 H -3.0957 6.8054 3.2631
11 H -0.2891 -5.2210 -1.0543
12 O -3.3686 2.3912 -0.7234
13 H 0.5784 1.7741 3.8006
14 H 1.7536 -3.3657 -3.5419
15 H 4.3717 1.3227 0.6877
16 C -1.7371 -0.0814 0.1166
17 H -3.2213 4.3669 2.9789
18 H 4.3714 0.0403 2.8163
19 C 5.3070 -1.8196 0.2366
20 H -6.5738 -1.5686 -0.5153
21 C -2.7373 6.6323 -0.0979
22 H 4.3753 -3.8591 -1.2660
23 C -6.4143 -1.1288 0.4825
24 H 3.9455 -0.4051 -2.6144
25 N 0.8322 -2.6382 -1.0714
26 H 3.2249 -3.2057 1.1531
27 H -2.8161 8.2833 1.2846
28 C 1.0800 -4.0811 -3.0461
29 H 0.0630 1.2704 -0.7863
30 C -0.7678 1.0146 -0.1212
31 C 2.4875 0.8465 3.4574
32 H -7.2460 -1.3392 1.1644
33 H 2.4942 2.8202 0.1054
34 C -3.0883 5.0004 2.1124
35 H 3.9111 -2.9205 -2.6911
36 H 4.3845 0.4513 -1.1282
37 H 5.2579 -2.7991 0.7295
38 C -3.0034 6.3770 2.2672
39 C 3.5352 1.3989 1.3785
40 H 2.5093 0.3505 4.4103
41 H -3.1385 -2.1544 2.4992
42 C 3.5486 0.6944 2.5516
43 C -1.0910 2.0964 0.7648
44 C 1.3608 -3.3362 0.0295
45 S -2.8041 2.6179 0.6424
46 H 6.3218 -1.6711 -0.1488
47 H -0.4093 0.0265 0.3371
48 H -1.4807 -4.8250 -2.3069
49 O -3.4947 2.0498 1.7950
50 H 5.6267 -2.9290 -2.1596
51 P 1.9415 -1.4532 -1.7324
52 H -1.3664 -1.7608 -2.3664
53 H -4.5379 -1.1480 -1.4360
54 C -3.7857 -1.0559 -0.6616
55 C 4.5811 -2.9335 -1.8182
56 C -2.8291 5.2549 -0.2551
57 H 0.8938 -4.2551 0.4123
58 H -2.6116 7.2620 -0.9769
59 C 2.4855 2.2426 1.0172
60 C 4.3618 -1.7319 -0.9172
61 O -5.2840 -1.7620 1.1349
62 H -1.0553 -0.8287 2.0637
63 C 1.4085 1.6497 3.1065
64 H -0.0162 -1.6601 -3.5059
65 H -2.5065 0.1918 -1.8379
66 C 2.5394 -2.8248 0.4111
67 N 2.9714 -1.7721 -0.4067
68 C -0.8504 -4.3973 -1.5139
69 H -6.2258 -0.0487 0.3619
70 H -1.5255 -3.9407 -0.7802
71 S -0.0113 3.3001 1.4060
72 H 5.1454 -1.0368 0.9861
73 C 4.5679 -0.4567 -1.7090
74 C -4.0457 -1.5412 0.6426
75 O -0.6638 3.6934 2.6612
76 C -2.8121 7.2037 1.1662
77 H -2.7499 4.8026 -1.2394
78 O 0.4008 4.2465 0.3784
79 H 0.5392 -4.6662 -3.8056
80 C -2.6289 -0.3337 -0.9065

Results
**Max |F|**: 4.1 eV Å⁻¹
**Highest occupied orbital energy**: -5.4 eV
**ΔE to the lowest compared entry with this formula, charge and spin**: 5.373 eV
**E_tot**: -76948.2131 eV
**Frontier orbital gap**: 2.85 eV
**E_LUMO**: -0.092 hartree